No. 1
Computed, not measured: a 2-piece molecular cluster, Cl2HOP overall at a distorted geometry, with wB97M-V/def2-TZVPD.

Each line ends with the Löwdin charge.
Geometry (Å):
O  -2.074  -1.459  -0.217  -0.542
P  -1.203  -0.307  -0.270  0.429
Cl  2.502  0.035  0.796  0.245
Cl  -2.413  1.337  -0.090  0.117
H  3.188  0.394  -0.220  -0.249

## Properties
Gap between HOMO and LUMO (eV): 9.845
Structure (SMILES): O=PCl.Cl
Strongest force on any atom (hartree/bohr): 0.0214
Electronic energy (eV): -36398.3387
Highest occupied orbital energy (eV): -10.8
Molar mass (g mol⁻¹): 118.9
Spin multiplicity: 1

=====

No. 2
Computed, not measured: the molecule C19H28N6O at a distorted geometry, with wB97M-V/def2-TZVPD.

Each line ends with the Löwdin charge.
Geometry (Å):
C  -1.759  -4.905  -6.595  -0.026
C  -1.241  -3.951  -5.582  -0.318
C  -1.428  -3.872  -4.223  0.022
C  -0.672  -2.750  -3.808  -0.327
N  -0.069  -2.185  -4.844  0.079
N  -0.424  -2.925  -5.907  0.013
H  -0.076  -2.678  -6.818  0.159
N  -0.587  -2.319  -2.509  0.131
C  0.128  -1.281  -1.976  -0.287
N  -0.001  -1.176  -0.655  0.179
C  0.654  -0.209  -0.017  -0.259
N  0.572  -0.155  1.322  0.084
H  1.015  0.617  1.812  0.097
C  -0.376  -0.891  2.120  -0.355
H  -0.621  -1.804  1.566  0.126
C  0.306  -1.270  3.433  -0.044
H  -0.405  -1.718  4.122  0.079
H  1.100  -1.987  3.240  0.080
H  0.751  -0.391  3.890  0.060
C  -1.689  -0.091  2.305  -0.143
H  -2.297  -0.261  1.413  0.108
C  -1.532  1.425  2.457  -0.175
C  -0.998  1.899  3.820  -0.128
H  -0.780  1.036  4.447  0.105
H  -1.761  2.487  4.332  0.119
C  0.278  2.761  3.744  -0.610
C  0.720  3.132  5.168  -0.030
H  1.635  3.719  5.133  0.083
H  0.914  2.231  5.744  0.083
H  -0.050  3.713  5.669  0.083
C  0.045  4.039  2.938  -0.024
H  0.941  4.658  2.954  0.088
H  -0.187  3.810  1.901  0.077
H  -0.777  4.609  3.362  0.089
O  1.296  1.970  3.141  -0.063
H  1.925  2.545  2.682  0.059
H  -0.882  1.780  1.658  0.096
H  -2.513  1.875  2.287  0.112
H  -2.235  -0.497  3.159  0.111
C  1.458  0.734  -0.723  -0.130
C  2.063  1.776  -0.019  -0.189
N  2.516  2.638  0.599  0.181
C  1.582  0.609  -2.115  -0.215
C  0.911  -0.418  -2.748  0.018
H  0.968  -0.567  -3.811  0.079
C  2.428  1.578  -2.878  -0.029
H  3.470  1.489  -2.572  0.093
H  2.357  1.391  -3.946  0.080
H  2.115  2.602  -2.673  0.089
H  -1.102  -2.858  -1.827  0.149
H  -2.017  -4.518  -3.604  0.102
H  -2.416  -5.627  -6.120  0.080
H  -0.938  -5.440  -7.073  0.081
H  -2.317  -4.378  -7.369  0.081

## Properties
Gap between HOMO and LUMO (eV): 8.302
Structure (SMILES): Cc1cc(Nc2cc(C)c(C#N)c(N[C@@H](C)CCCC(C)(C)O)n2)n[nH]1
Strongest force on any atom (hartree/bohr): 0.0231
Electronic energy (eV): -31146.8012
Highest occupied orbital energy (eV): -7.5
Molar mass (g mol⁻¹): 356.5
Spin multiplicity: 1

=====

Among the records above, which one has the highest gap between HOMO and LUMO?
Cl2HOP

=====

Among the records above, which one has the lowest gap between HOMO and LUMO?
C19H28N6O